(1)
The following is a DFT calculation (ωB97M-V/def2-TZVPD) of 3 unconnected molecules or ions with the total composition C21H44BN2O5P.

The geometry in XYZ format:
```
74
Properties=species:S:1:pos:R:3
O -5.3339 -3.4477 4.2443
P -5.4970 -2.6125 3.0208
B -7.0481 -2.9795 1.9286
C -7.9468 -4.2012 2.2616
C -8.9432 -3.8593 3.4070
C -9.5947 -2.5013 3.3054
O -9.6476 -1.6853 4.1793
O -10.1763 -2.3083 2.1008
H -4.4240 -2.6745 2.0983
H -5.5676 -1.2251 3.2716
H -7.3077 -2.2148 1.0525
H -7.3328 -5.0376 2.6268
H -8.4985 -4.5306 1.3717
H -8.4344 -3.8868 4.3779
H -9.7448 -4.6098 3.4166
H -10.5801 -1.4181 2.1289
C -0.2218 -3.1061 2.1169
C -0.3391 -2.5194 0.6914
C 1.0209 -2.4084 -0.0186
C 1.8856 -1.2273 0.4146
C 1.0944 0.0752 0.3493
C -0.1888 0.0215 1.1763
N -0.9876 -1.1655 0.7079
O -1.7141 -0.9201 -0.3214
C 0.1498 -0.0308 2.6706
C -1.0292 1.2687 0.9393
C -1.2286 -3.4543 -0.1205
H -0.4822 -2.3934 2.8895
H -0.9148 -3.9392 2.2361
H 0.7813 -3.4787 2.3284
H 0.8341 -2.3193 -1.0931
H 1.5527 -3.3508 0.1313
H 2.2914 -1.3876 1.4175
H 2.7471 -1.1559 -0.2525
H 1.7010 0.9158 0.6893
H 0.8335 0.2846 -0.6918
H -0.7544 -0.1435 3.2711
H 0.6209 0.9139 2.9438
H 0.8431 -0.8224 2.9385
H -1.2223 1.4298 -0.1178
H -0.4881 2.1312 1.3304
H -1.9876 1.1951 1.4554
H -2.2422 -3.4723 0.2814
H -0.8107 -4.4606 -0.0509
H -1.2817 -3.1664 -1.1667
C 3.9378 1.6729 -4.2183
C 3.2561 2.5442 -3.1366
C 3.3001 4.0441 -3.4735
C 4.6388 4.7300 -3.2177
C 5.1257 4.4485 -1.7998
C 5.2298 2.9519 -1.5047
N 3.8837 2.3377 -1.7866
O 3.0609 2.4528 -0.8085
C 6.3626 2.3285 -2.3269
C 5.5432 2.7148 -0.0334
C 1.7969 2.1124 -3.0463
H 4.8286 1.1729 -3.8593
H 3.2584 0.8861 -4.5452
H 4.2115 2.2602 -5.0957
H 2.5359 4.5483 -2.8746
H 3.0058 4.1581 -4.5190
H 5.3841 4.4186 -3.9546
H 4.5140 5.8062 -3.3497
H 6.1038 4.9028 -1.6244
H 4.4295 4.8981 -1.0854
H 6.3973 1.2478 -2.1817
H 7.3071 2.7456 -1.9759
H 6.2987 2.5325 -3.3913
H 4.8344 3.2193 0.6171
H 6.5436 3.0960 0.1766
H 5.5228 1.6495 0.1998
H 1.7184 1.0822 -2.6980
H 1.3656 2.1721 -4.0474
H 1.2194 2.7443 -2.3770
```

Multiplicity ... 3
Energy above the lowest of the compared OMol25 structures with the same formula, charge and spin ... 0.0 kcal/mol
E ... -1678.3466 Ha
Orbital gap (alpha / beta) ... 7.26 / 8.55 eV

(2)
The following is a DFT calculation (ωB97M-V/def2-TZVPD) of 3 unconnected molecules or ions with the total composition C21H45BN2O4 in a non-equilibrium geometry.

The geometry in XYZ format:
```
73
Properties=species:S:1:pos:R:3
C -0.4788 3.8280 3.0401
C 0.7154 3.2478 3.1108
C 0.9766 1.7727 2.9679
C 0.6499 1.1033 1.5777
B -0.3999 -0.0626 1.8128
O -0.1856 -1.3467 1.3499
O -1.5198 0.2541 2.5274
C -2.8093 -0.0378 1.9848
C -3.4001 1.1475 1.2167
C 0.1373 2.0425 0.4350
C 1.2329 1.9140 -0.6572
C 2.4165 1.4217 0.1214
O 3.5794 1.6399 -0.0394
O 1.9398 0.6117 1.0945
H -0.5659 4.8419 2.6664
H -1.3939 3.3246 3.3346
H 1.5752 3.8760 3.3271
H 0.4627 1.2193 3.7589
H 2.0393 1.5952 3.1214
H -0.2536 -1.4619 0.3996
H -2.7802 -0.9597 1.4009
H -3.4524 -0.2471 2.8406
H -4.3961 1.4134 1.5599
H -3.4226 0.9391 0.1452
H -2.7301 1.9996 1.3343
H 0.0373 3.0853 0.7013
H -0.7686 1.6240 -0.0017
H 0.9168 1.1346 -1.3516
H 1.3831 2.8370 -1.2077
C 6.3303 -0.7435 0.7611
C 7.6692 -0.6436 0.0457
N 7.5612 -0.8348 -1.3893
C 8.8366 -1.0607 -2.0430
C 9.8775 0.0656 -2.0171
C 6.6443 0.0617 -2.0753
C 6.8752 1.5719 -1.9420
H 5.8260 -1.6771 0.5062
H 6.4892 -0.7267 1.8406
H 5.6648 0.0851 0.5178
H 8.3282 -1.4277 0.4300
H 8.1437 0.3149 0.3117
H 8.6420 -1.3423 -3.0819
H 9.2843 -1.9470 -1.5812
H 9.6086 0.8878 -2.6792
H 10.8414 -0.3197 -2.3564
H 10.0191 0.4650 -1.0122
H 5.6327 -0.1538 -1.7224
H 6.6388 -0.2119 -3.1340
H 7.0435 1.8698 -0.9066
H 5.9905 2.1070 -2.2911
H 7.7185 1.9142 -2.5413
C -7.3850 -1.9400 -3.2166
C -7.0135 -2.5733 -1.8843
N -6.5059 -1.6115 -0.9216
C -5.8618 -2.2229 0.2252
C -6.7088 -3.0898 1.1633
C -7.3806 -0.4863 -0.6358
C -8.7948 -0.7848 -0.1232
H -6.5521 -1.3569 -3.6118
H -7.6305 -2.7188 -3.9396
H -8.2549 -1.2875 -3.1338
H -6.2230 -3.3083 -2.0579
H -7.8810 -3.1370 -1.5059
H -5.3715 -1.4354 0.8065
H -5.0403 -2.8414 -0.1531
H -7.3810 -2.4929 1.7786
H -6.0544 -3.6385 1.8435
H -7.3010 -3.8229 0.6150
H -7.4713 0.1088 -1.5480
H -6.8664 0.1656 0.0755
H -9.2890 -1.5548 -0.7172
H -9.4041 0.1187 -0.1888
H -8.8005 -1.1018 0.9186
```

E ... -1262.4711 Ha
Orbital gap ... 7.91 eV

(3)
The following is a DFT calculation (ωB97M-V/def2-TZVPD) of 2 unconnected molecules or ions with the total composition C21H45IN3O2S in a non-equilibrium geometry.

The geometry in XYZ format:
```
73
Properties=species:S:1:pos:R:3
C 3.8282 -3.3757 1.0972
C 3.9995 -1.8041 0.6626
C 3.5656 -1.4749 -0.8932
C 4.5225 -0.2708 -1.5219
C 4.7381 -0.4536 -3.1410
C 3.8329 0.5869 -4.0599
C 2.2891 0.7263 -3.5169
C 1.9374 2.1624 -2.8022
C 1.3163 2.0468 -1.2892
C -0.3304 2.1671 -1.2245
C -0.9150 0.9679 -0.2410
N -1.6280 -0.1440 -0.9773
C -0.7399 -0.8640 -1.9675
C -1.5702 -2.0077 -2.8580
N -2.7989 -2.5414 -2.1484
S -3.0973 -4.1465 -2.8619
C -2.5819 -2.6025 -0.6494
C -3.8812 -3.1997 0.1926
C -3.4505 -4.4543 1.2085
O -3.8230 -5.7336 0.9250
I -2.2800 -4.1323 3.0649
C -2.2299 -1.1361 0.0347
H 2.7540 -3.4750 1.5888
H 3.9248 -4.0685 0.1533
H 4.7014 -3.6499 1.8322
H 5.1052 -1.4292 0.8730
H 3.2873 -1.1479 1.3535
H 2.4626 -1.0674 -0.8633
H 3.6987 -2.4385 -1.5511
H 5.5539 -0.2972 -0.9627
H 3.9571 0.7449 -1.2799
H 4.5291 -1.5963 -3.3934
H 5.8798 -0.2741 -3.4362
H 4.3638 1.6382 -4.1873
H 3.7606 0.0925 -5.1428
H 1.5665 0.6328 -4.4623
H 1.9603 -0.1498 -2.7814
H 1.1789 2.7372 -3.5053
H 2.9268 2.7958 -2.7950
H 1.6860 1.0477 -0.7528
H 1.8022 2.9324 -0.6561
H -0.7146 3.2402 -0.9288
H -0.7750 1.9255 -2.3055
H -0.0728 0.6160 0.4934
H -1.7427 1.4998 0.4355
H -0.2638 -0.1411 -2.7894
H 0.1214 -1.4141 -1.3730
H -0.8587 -2.8673 -3.2559
H -1.9713 -1.4313 -3.8209
H -3.6589 -1.9427 -2.3356
H -2.7475 -3.9476 -4.2355
H -1.6043 -3.2680 -0.4879
H -4.7173 -3.6605 -0.5173
H -4.4398 -2.3404 0.8043
H -3.1930 -0.5844 0.4630
H -1.4704 -1.3180 0.9370
C -2.6353 4.2388 5.2867
C -3.0793 3.7400 3.9151
C -2.9117 2.2148 3.7188
O -1.5626 1.7896 3.5041
C -0.7793 1.7081 4.6858
N -2.3663 4.4972 2.8748
H -1.5472 4.3280 5.3738
H -3.0452 5.2368 5.4809
H -2.9886 3.5744 6.0821
H -4.1495 3.9625 3.8239
H -3.4556 1.9316 2.8094
H -3.3679 1.6501 4.5400
H -1.3644 1.3757 5.5470
H -0.3106 2.6731 4.8872
H 0.0249 0.9858 4.5122
H -2.7485 4.2430 1.9651
H -1.4061 4.1407 2.8449
```

Energy above the lowest of the compared OMol25 structures with the same formula, charge and spin ... 103.8 kcal/mol
E ... -1837.1398 Ha
Orbital gap ... 7.57 eV
Charge ... +1

(4)
The following is a DFT calculation (ωB97M-V/def2-TZVPD) of 10 unconnected molecules or ions with the total composition C21H45N5O5S4 in a non-equilibrium geometry.

The geometry in XYZ format:
```
80
Properties=species:S:1:pos:R:3
C -0.4778 -0.4280 -0.8558
C 0.5913 0.4934 -0.4119
N 1.2973 1.2907 -0.0479
H -1.3972 -0.1023 -0.3896
H -0.1944 -1.4406 -0.5700
H -0.4806 -0.3584 -1.9404
C 2.0266 3.9260 1.6590
C 2.6463 4.5615 2.7952
N 3.1498 5.0701 3.6574
H 2.6090 3.0726 1.3526
H 1.9359 4.6526 0.8536
H 1.0120 3.6550 1.9396
C -4.6815 -0.4175 -4.0885
C -3.9003 -0.9296 -2.9379
N -3.2122 -1.3608 -2.0773
H -5.3670 0.3602 -3.7548
H -5.2909 -1.2136 -4.5166
H -4.0030 -0.0423 -4.8513
C 4.6188 -2.6851 -1.9885
C 3.1925 -2.5789 -1.8045
N 2.0393 -2.4921 -1.6565
H 4.7906 -3.1728 -2.9489
H 5.0529 -3.2356 -1.1672
H 5.0297 -1.6864 -2.1191
C -0.6710 -1.9976 -4.6522
C -1.8106 -2.9246 -4.6038
N -2.6440 -3.6865 -4.5085
H 0.0303 -2.3555 -5.4071
H -0.1915 -2.0127 -3.6716
H -0.9522 -0.9790 -4.8974
C -4.3334 -6.0620 0.4237
S -3.6610 -4.6457 1.3289
O -3.1731 -5.2277 2.5992
C -2.2610 -4.3150 0.2633
H -5.2312 -6.3672 0.9500
H -3.5677 -6.8207 0.5356
H -4.6121 -5.6938 -0.5610
H -1.6229 -5.1929 0.1842
H -1.7171 -3.4810 0.6943
H -2.6681 -4.0272 -0.7080
C -2.2731 0.0751 2.8012
S -2.4570 1.1047 4.2765
O -1.7784 0.3349 5.3392
C -1.3723 2.3906 3.6684
H -1.4417 -0.5986 2.9813
H -2.0999 0.7163 1.9357
H -3.1959 -0.4829 2.6680
H -0.4178 2.0099 3.2842
H -1.1885 3.2045 4.3633
H -1.8667 2.8166 2.7783
C -3.7133 2.0761 -0.2940
S -1.9920 2.5207 -0.5892
O -1.6353 2.3008 -2.0127
C -2.1513 4.2906 -0.3601
H -4.3330 2.6719 -0.9665
H -3.8880 2.1578 0.7739
H -3.8405 1.0349 -0.5949
H -2.7475 4.6997 -1.1766
H -1.1840 4.7784 -0.3811
H -2.6205 4.3945 0.6215
C 6.0691 3.5695 -2.6462
S 4.6733 2.4730 -2.8888
O 5.2155 1.1849 -3.3549
C 4.2667 2.2860 -1.1502
H 5.8465 4.2901 -1.8658
H 6.3293 4.0993 -3.5654
H 6.9466 2.9470 -2.4404
H 3.7405 3.1930 -0.8514
H 5.1431 2.0873 -0.5410
H 3.5317 1.4860 -1.1186
C 1.7691 0.1695 3.3770
C 1.9382 -1.3345 3.5475
O 1.4735 -2.1285 2.7325
C 2.8552 -1.7781 4.6762
H 2.7687 0.5318 3.1226
H 1.4079 0.6095 4.3107
H 1.0575 0.3934 2.5907
H 3.9122 -1.8188 4.4045
H 2.5887 -2.8089 4.9224
H 2.7628 -1.0975 5.5213
```

Energy above the lowest of the compared OMol25 structures with the same formula, charge and spin ... 0.0 kcal/mol
E ... -3069.6892 Ha
Orbital gap ... 8.56 eV

(5)
The following is a DFT calculation (ωB97M-V/def2-TZVPD) of a molecular structure, C21H46AlBrCl2F2N5NaO6 in a non-equilibrium geometry.

The geometry in XYZ format:
```
85
Properties=species:S:1:pos:R:3
C -0.2869 2.4297 -5.6079
O 0.9944 2.6836 -5.1716
C 1.1106 3.6811 -4.1526
C 1.6095 3.1763 -2.7814
C 1.1260 1.7802 -2.4085
C 1.4811 1.4022 -0.9839
C 2.4847 0.4204 -0.7943
N 2.8679 0.0563 0.4389
C 2.2943 0.6131 1.5693
C 1.2868 1.5455 1.4311
C 0.8744 1.9638 0.1462
C -0.1971 3.0145 0.0052
C -1.6387 2.4821 -0.2188
N -1.8106 2.1482 -1.6113
N -2.5711 3.5895 0.0706
N -2.0417 1.4034 0.6236
H -0.2538 2.1086 -6.6491
H -0.9650 3.2927 -5.4782
H -0.7912 1.5673 -5.0639
H 1.8941 4.3648 -4.4782
H 0.1992 4.2803 -4.0720
H 2.6953 3.1661 -2.8125
H 1.3098 3.9612 -2.0924
H 1.6755 1.1118 -3.0696
H 0.0811 1.5839 -2.5938
H 3.0407 -0.0977 -1.6426
H 3.5964 -0.6423 0.5011
H 2.6598 0.2498 2.5193
H 0.8331 1.9281 2.3330
H 0.0265 3.7096 -0.7933
H -0.2312 3.6031 0.9229
H -2.2230 1.2185 -1.6530
H -2.5176 2.7370 -2.0652
H -2.1782 4.4665 -0.2578
H -3.5092 3.4280 -0.3370
H -1.6613 0.5156 0.3370
H -1.8785 1.6127 1.6006
C -5.3026 -1.1334 7.5662
O -3.9115 -1.3781 7.5198
C -3.5445 -2.6338 6.9620
C -2.7818 -2.4129 5.6742
N -3.6729 -1.9048 4.6390
C -3.0011 -1.4480 3.4374
C -2.1057 -0.2188 3.5586
O -2.7901 0.9740 3.8472
C -2.9877 1.2633 5.2247
H -5.4484 -0.1827 8.0834
H -5.7381 -1.0665 6.5659
H -5.8503 -1.9396 8.1465
H -4.4128 -3.2752 6.8017
H -2.8881 -3.1294 7.6832
H -2.3460 -3.3604 5.3408
H -1.9609 -1.7120 5.8907
H -4.2069 -1.1340 5.0203
H -3.7793 -1.2151 2.7051
H -2.4137 -2.2781 3.0220
H -1.6400 -0.0636 2.5822
H -1.2754 -0.3703 4.2629
H -2.1721 0.8795 5.8422
H -3.9389 0.8637 5.5815
H -3.0242 2.3469 5.3277
Cl 3.9945 2.6898 0.8812
Al -2.7818 1.9708 -4.6096
O 4.0369 -1.9228 -2.2253
C 4.6278 -2.4139 -3.1511
O 4.2608 -2.1003 -4.3968
C 5.0203 -2.4616 -5.5506
C 4.6789 -3.8555 -6.0360
C 5.7169 -3.4417 -2.9370
H 6.0876 -2.3367 -5.3658
H 4.7517 -1.7280 -6.3089
H 4.9228 -4.6125 -5.2923
H 5.2241 -4.0859 -6.9519
H 3.6112 -3.9368 -6.2348
H 5.2577 -4.4239 -2.8298
H 6.2399 -3.1916 -2.0170
H 6.4605 -3.4763 -3.7288
O 2.8370 -6.4084 -5.1484
H 2.3036 -5.7936 -4.6352
H 2.2186 -6.7883 -5.7804
F -4.1729 2.8396 -2.5154
Br -7.0502 -3.6402 7.6762
Cl 4.1869 0.7231 -2.8723
Na 1.6411 -1.9000 1.3506
F -2.2671 4.2683 1.6841
```

E ... -5651.4108 Ha
Orbital gap ... 1.32 eV

(6)
The following is a DFT calculation (ωB97M-V/def2-TZVPD) of 3 unconnected molecules or ions with the total composition C21H46ClN6O6 in a non-equilibrium geometry.

The geometry in XYZ format:
```
80
Properties=species:S:1:pos:R:3
C 3.6406 1.9646 3.8280
C 4.5423 0.7442 3.5483
C 4.0404 -0.5509 4.1742
O 3.6911 -0.4077 5.5190
N 2.8815 -1.1337 3.4642
C 2.7306 -0.5598 2.2065
N 1.5768 -0.2504 1.7823
C 0.2919 -0.4308 2.4792
C 0.1349 0.4096 3.7286
C -0.1618 1.8901 3.4779
Cl 0.2838 2.4470 1.8335
N 3.8143 -0.2600 1.3840
C 4.8395 0.5255 2.0641
N 5.0807 1.7909 1.3260
C 6.1755 2.2725 1.5550
O 7.2070 2.7870 1.7303
H 3.2962 2.4038 2.9028
H 2.7466 1.6363 4.3435
H 4.1219 2.7117 4.4375
H 5.4992 0.9488 4.0112
H 4.8608 -1.2681 4.1271
H 4.2046 0.3200 5.8738
H 3.1247 -2.1044 3.2865
H 1.5369 0.1839 0.8664
H -0.5063 -0.3028 1.7688
H 0.2391 -1.4672 2.7828
H -0.7187 -0.0016 4.2512
H 0.9613 0.2761 4.4051
H 0.4300 2.4755 4.1615
H -1.1912 2.1565 3.6482
H 4.1844 -1.0931 0.9483
H 5.7660 -0.0395 2.0118
C -6.8490 0.9449 1.3339
O -6.7652 -0.4688 1.2991
C -6.9951 -1.0258 0.0084
C -5.7327 -1.6716 -0.5209
N -4.7258 -0.6649 -0.8418
C -3.4064 -1.2116 -1.1381
C -2.6695 -1.9215 -0.0054
O -2.2835 -1.0547 1.0548
C -3.2655 -0.8525 2.0636
H -6.7649 1.2548 2.3744
H -6.0358 1.4108 0.7659
H -7.8088 1.2931 0.9440
H -7.3786 -0.2774 -0.6892
H -7.7601 -1.7984 0.1224
H -5.9699 -2.2410 -1.4234
H -5.3770 -2.3748 0.2444
H -4.6420 -0.0293 -0.0598
H -2.7821 -0.3746 -1.4642
H -3.4899 -1.8929 -1.9902
H -1.7331 -2.3069 -0.4173
H -3.2167 -2.7895 0.3756
H -3.9015 -1.7283 2.1976
H -3.8798 0.0235 1.8478
H -2.7430 -0.6588 3.0036
C 2.0335 1.9286 -6.4684
O 1.2021 0.7828 -6.5225
C 1.9108 -0.4475 -6.4375
C 1.5691 -1.1669 -5.1497
N 2.1220 -0.4644 -3.9950
C 1.6469 -0.9624 -2.7119
C 0.1641 -0.7967 -2.3845
O -0.2423 0.5471 -2.2133
C -0.6208 1.2272 -3.4037
H 1.4059 2.7997 -6.6474
H 2.5056 2.0376 -5.4856
H 2.8067 1.8918 -7.2403
H 2.9892 -0.2979 -6.5328
H 1.5844 -1.0661 -7.2779
H 1.9803 -2.1795 -5.1828
H 0.4752 -1.2423 -5.0950
H 1.8847 0.5163 -4.0663
H 2.2166 -0.4336 -1.9393
H 1.9095 -2.0226 -2.6292
H -0.0082 -1.2752 -1.4134
H -0.4862 -1.3137 -3.0988
H -1.0590 0.5501 -4.1396
H 0.2277 1.7553 -3.8442
H -1.3666 1.9745 -3.1336
```

E ... -2067.5806 Ha
Orbital gap ... 7.17 eV
Charge ... +1